(1)
Below is C15H30F5MnNO2P2Te as an isolated structure in a non-equilibrium geometry, with properties calculated with the ωB97M-V functional and the def2-TZVPD basis.

Results
Kohn-Sham gap (spin up / spin down) = 5.76 / 2.43 eV
E_LUMO (spin up / spin down) = -1.81 / -5.17 eV

Geometry as ORCA input:
```
! RIJCOSX wB97M-V def2-TZVPD def2/J DEFGRID3
* xyz 0 4
Mn -0.066 -0.191 -0.089
P 2.415 -0.314 -0.256
P -2.547 -0.064 0.123
N -0.108 0.865 -1.530
H 1.371 -2.729 2.184
C 3.179 -1.795 -1.084
H 4.283 -1.739 -1.107
H 2.795 -1.861 -2.116
H 2.873 -2.707 -0.543
C 3.356 -0.265 1.337
H 4.435 -0.443 1.182
H 2.951 -1.032 2.019
H 3.207 0.724 1.801
C 3.149 1.082 -1.209
H 4.251 1.089 -1.136
H 2.739 2.026 -0.814
H 2.846 0.991 -2.265
C -3.584 -1.436 -0.586
H -4.666 -1.239 -0.478
H -3.332 -2.379 -0.072
H -3.338 -1.549 -1.656
C -3.217 0.051 1.843
H -4.322 0.057 1.856
H -2.837 0.976 2.307
H -2.846 -0.808 2.427
C -3.255 1.424 -0.704
H -4.335 1.528 -0.500
H -3.085 1.339 -1.789
H -2.714 2.312 -0.338
C -0.083 1.673 -2.632
C -0.041 1.981 -5.057
C -0.070 1.133 -3.945
C -0.066 3.085 -2.475
C -0.037 3.919 -3.595
C -0.024 3.375 -4.891
H -0.032 1.550 -6.065
H -0.083 0.045 -4.063
H -0.075 3.493 -1.459
H -0.024 5.006 -3.458
H -0.002 4.034 -5.766
C 0.292 -2.799 1.919
O -0.031 -1.713 1.093
C 0.069 -4.114 1.160
H -0.367 -4.872 1.836
H 1.020 -4.508 0.761
H -0.628 -3.955 0.320
C -0.530 -2.722 3.211
H -1.481 -3.274 3.107
H -0.757 -1.669 3.455
H 0.038 -3.150 4.053
F -0.337 3.182 3.407
Te 0.473 1.348 3.358
F 1.293 -0.454 3.398
F -1.287 0.572 3.845
F 2.242 2.234 3.062
F 0.837 1.423 5.327
O 0.089 1.270 1.289
*
```

These are the Mulliken partial charges, in e, on atoms 1 to 8: atom 1 (Mn): 0.198, atom 2 (P): 0.930, atom 3 (P): 1.063, atom 4 (N): -0.362, atom 5 (H): 0.043, atom 6 (C): -1.259, atom 7 (H): 0.402, atom 8 (H): 0.306

(2)
Below is a 2-piece molecular cluster, C5H12BNO4 overall in a non-equilibrium geometry, with properties calculated with the ωB97M-V functional and the def2-TZVPD basis.

Results
Kohn-Sham gap (spin up / spin down) = 8.87 / 8.86 eV
Energy relative to the best compared isomer or geometry (same formula, charge and spin) = 6.313 eV
E_LUMO (spin up / spin down) = -0.83 / -0.82 eV

Geometry as ORCA input:
```
! RIJCOSX wB97M-V def2-TZVPD def2/J DEFGRID3
* xyz 0 1
B -3.386 -0.964 -0.173
C 2.855 0.703 -0.182
C 1.691 -0.148 0.311
C 0.352 0.394 -0.181
C -0.828 -0.386 0.396
C -2.144 0.011 -0.182
N -2.458 1.411 -0.087
O -2.979 1.982 -1.012
O -2.196 1.930 0.981
O -4.601 -0.409 -0.331
O -3.132 -2.272 0.048
H 2.845 0.767 -1.269
H 2.789 1.711 0.219
H 3.804 0.270 0.129
H 1.813 -1.172 -0.047
H 1.700 -0.174 1.401
H 0.311 0.328 -1.275
H 0.265 1.447 0.092
H -0.704 -1.458 0.246
H -0.876 -0.200 1.475
H -1.914 -0.135 -2.134
H -5.381 -0.964 -0.350
H -3.871 -2.878 0.062
*
```

These are the Mulliken partial charges, in e, on atoms 1 to 8: atom 1 (B): 0.623, atom 2 (C): -1.310, atom 3 (C): -0.344, atom 4 (C): -0.555, atom 5 (C): -0.679, atom 6 (C): -0.425, atom 7 (N): 1.166, atom 8 (O): -0.589

(3)
Below is a 2-piece molecular cluster, C14H16 overall in a non-equilibrium geometry, with properties calculated with the ωB97M-V functional and the def2-TZVPD basis.

Results
SMILES string = Cc1ccccc1.Cc1ccccc1
Kohn-Sham gap = 9.75 eV
Energy relative to the best compared isomer or geometry (same formula, charge and spin) = 2.372 eV
E_LUMO = 0.89 eV

Geometry as ORCA input:
```
! RIJCOSX wB97M-V def2-TZVPD def2/J DEFGRID3
* xyz 0 1
C 0.896 -0.016 3.285
C 0.522 2.603 0.664
C 1.523 3.521 0.996
C 0.395 1.444 1.306
C 1.214 1.147 2.399
C 2.361 3.187 2.057
C 2.323 1.927 2.693
H -0.108 2.881 -0.252
H 1.495 4.503 0.394
H -0.298 0.686 0.939
H 3.274 3.708 2.196
H 1.760 -0.356 4.011
H 0.698 -0.826 2.732
H 3.080 1.680 3.483
H 0.106 0.220 3.888
C -0.875 -3.942 -0.824
C -2.400 -1.317 -3.000
C -2.439 -2.464 -2.239
C -1.427 -0.376 -3.089
C -1.347 -2.694 -1.417
C -0.518 -0.469 -2.060
C -0.356 -1.603 -1.287
H -3.287 -1.145 -3.567
H -3.264 -3.137 -2.165
H -1.366 0.503 -3.806
H 0.390 0.245 -2.037
H -0.452 -4.474 -1.738
H -1.635 -4.505 -0.245
H 0.459 -1.849 -0.544
H -0.080 -3.821 -0.195
*
```

These are the Mulliken partial charges, in e, on atoms 1 to 8: atom 1 (C): -1.401, atom 2 (C): -0.248, atom 3 (C): -0.333, atom 4 (C): -0.433, atom 5 (C): 0.810, atom 6 (C): -0.534, atom 7 (C): -0.458, atom 8 (H): 0.271

(4)
Below is one molecule with the formula C6H7N in a non-equilibrium geometry, with properties calculated with the ωB97M-V functional and the def2-TZVPD basis.

Results
Kohn-Sham gap (spin up / spin down) = 7.96 / 7.96 eV
Energy relative to the best compared isomer or geometry (same formula, charge and spin) = 5.853 eV
E_LUMO (spin up / spin down) = -0.21 / -0.21 eV

Geometry as ORCA input:
```
! RIJCOSX wB97M-V def2-TZVPD def2/J DEFGRID3
* xyz 0 1
C -2.338 -2.030 1.722
C -0.649 0.026 0.398
C -1.684 -2.615 2.684
C 0.056 1.012 -0.290
C 0.904 0.669 -1.295
C 1.574 1.709 -2.057
N -1.174 -0.838 1.010
H -0.624 -2.352 2.823
H -2.202 -3.345 3.219
H -0.082 2.083 0.171
H 0.936 -0.433 -1.401
H 1.043 2.013 -2.943
H 2.461 1.515 -2.553
H 1.779 2.586 -1.487
*
```

These are the Mulliken partial charges, in e, on atoms 1 to 8: atom 1 (C): -0.426, atom 2 (C): 0.542, atom 3 (C): -0.438, atom 4 (C): -0.619, atom 5 (C): 0.142, atom 6 (C): -1.269, atom 7 (N): -0.081, atom 8 (H): 0.230

(5)
Below is a 2-piece molecular cluster, C2H9NO overall in a non-equilibrium geometry, with properties calculated with the ωB97M-V functional and the def2-TZVPD basis.

Results
SMILES string = CN.CO
Kohn-Sham gap = 10.11 eV
Energy relative to the best compared isomer or geometry (same formula, charge and spin) = 2.816 eV
E_LUMO = 0.73 eV

Geometry as ORCA input:
```
! RIJCOSX wB97M-V def2-TZVPD def2/J DEFGRID3
* xyz 0 1
C -1.656 0.627 -1.749
C 2.475 -0.991 0.660
H -1.927 0.657 0.397
H -2.766 1.672 -0.033
H -2.290 0.436 -2.582
H -1.048 1.397 -2.051
H -1.305 -0.376 -1.634
H 1.449 -0.948 2.359
H 2.562 -0.341 -0.188
H 3.607 -1.066 1.186
H 2.031 -1.994 0.258
N -2.491 0.795 -0.360
O 1.526 -0.353 1.417
*
```

These are the Mulliken partial charges, in e, on atoms 1 to 8: atom 1 (C): -0.698, atom 2 (C): -0.464, atom 3 (H): 0.203, atom 4 (H): 0.189, atom 5 (H): 0.314, atom 6 (H): 0.258, atom 7 (H): 0.297, atom 8 (H): 0.327

(6)
Below is C39H34AsCl2MnN3O3S as an isolated structure, with properties calculated with the ωB97M-V functional and the def2-TZVPD basis.

Results
Kohn-Sham gap (spin up / spin down) = 7.51 / 7.46 eV
Energy relative to the best compared isomer or geometry (same formula, charge and spin) = 0.079 eV
E_LUMO (spin up / spin down) = 0.33 / 0.24 eV

Geometry as ORCA input:
```
! RIJCOSX wB97M-V def2-TZVPD def2/J DEFGRID3
* xyz 0 6
Mn 1.180 0.397 0.477
Cl 2.219 -4.308 2.316
C 3.311 -3.128 1.671
C 4.632 -3.528 1.413
C 5.556 -2.642 0.949
Cl 7.182 -3.183 0.624
C 5.201 -1.289 0.752
C 6.093 -0.284 0.323
C 5.656 1.006 0.230
C 4.323 1.299 0.549
N 3.448 0.383 0.892
C 3.864 -0.905 1.005
C 2.846 -1.839 1.427
O 1.628 -1.445 1.577
H 4.909 -4.561 1.580
H 7.115 -0.554 0.091
H 6.316 1.804 -0.084
H 3.968 2.317 0.515
C 0.587 6.020 1.151
C 0.787 5.879 -0.356
N 1.572 4.706 -0.758
C 2.976 4.936 -1.084
C 3.826 5.208 0.157
C 0.992 3.487 -0.765
S 1.801 2.100 -1.404
N -0.294 3.476 -0.396
C -0.915 2.537 0.267
O -0.375 1.640 0.996
C -2.409 2.624 0.234
C -3.048 3.851 0.087
C -4.434 3.914 0.071
C -5.188 2.750 0.168
C -4.552 1.523 0.304
C -3.167 1.468 0.349
H -0.154 6.799 1.352
H 1.516 6.292 1.658
H 0.219 5.086 1.574
H 1.307 6.754 -0.746
H -0.182 5.811 -0.845
H 3.032 5.788 -1.764
H 3.340 4.064 -1.613
H 3.640 6.205 0.562
H 4.889 5.137 -0.090
H 3.603 4.478 0.938
H -2.449 4.748 -0.011
H -4.933 4.871 -0.019
H -6.270 2.801 0.137
H -5.131 0.610 0.374
H -2.658 0.530 0.469
O 0.207 -0.960 -0.869
As -0.912 -2.143 -0.515
C -0.388 -3.984 -0.629
C 0.226 -4.424 -1.800
C 0.484 -5.775 -1.973
C 0.116 -6.681 -0.984
C -0.490 -6.237 0.184
C -0.741 -4.884 0.368
C -1.878 -2.040 1.145
C -1.241 -1.721 2.339
C -1.972 -1.721 3.518
C -3.325 -2.033 3.502
C -3.957 -2.353 2.306
C -3.232 -2.366 1.125
C -2.210 -1.965 -1.926
C -2.878 -3.051 -2.480
C -3.786 -2.847 -3.510
C -4.031 -1.562 -3.977
C -3.347 -0.479 -3.437
C -2.428 -0.680 -2.418
H 0.503 -3.706 -2.562
H 0.964 -6.125 -2.879
H 0.308 -7.737 -1.122
H -0.759 -6.945 0.960
H -1.198 -4.535 1.283
H -0.189 -1.485 2.350
H -1.481 -1.483 4.454
H -3.890 -2.033 4.427
H -5.015 -2.587 2.295
H -3.717 -2.610 0.188
H -2.692 -4.053 -2.113
H -4.295 -3.694 -3.953
H -4.751 -1.405 -4.772
H -3.522 0.522 -3.814
H -1.860 0.149 -2.017
*
```

These are the Mulliken partial charges, in e, on atoms 1 to 8: atom 1 (Mn): 1.211, atom 2 (Cl): -0.210, atom 3 (C): 0.742, atom 4 (C): -0.749, atom 5 (C): 0.611, atom 6 (Cl): -0.281, atom 7 (C): 0.497, atom 8 (C): -0.878

(7)
Below is a 2-piece molecular cluster, C5H6N4O3 overall in a non-equilibrium geometry, with properties calculated with the ωB97M-V functional and the def2-TZVPD basis.

Results
Kohn-Sham gap (spin up / spin down) = 6.41 / 6.41 eV
Energy relative to the best compared isomer or geometry (same formula, charge and spin) = 3.839 eV
E_LUMO (spin up / spin down) = -2.47 / -2.47 eV

Geometry as ORCA input:
```
! RIJCOSX wB97M-V def2-TZVPD def2/J DEFGRID3
* xyz 0 1
C 2.967 0.102 0.058
C 1.757 -0.506 0.091
C 1.502 1.644 0.207
C -1.246 -1.300 0.217
C -1.222 0.134 0.627
N 2.784 1.447 0.116
N 0.848 0.498 0.178
N -1.699 -1.629 -1.059
N -2.060 1.116 0.012
O -1.096 -2.148 1.087
O -1.836 1.434 -1.127
O -3.026 1.444 0.605
H 3.944 -0.226 -0.218
H 1.513 -1.514 0.219
H 1.377 2.795 0.398
H -0.936 0.261 1.730
H -1.731 -0.941 -1.769
H -1.840 -2.610 -1.371
*
```

These are the Mulliken partial charges, in e, on atoms 1 to 8: atom 1 (C): -0.483, atom 2 (C): -0.436, atom 3 (C): 0.043, atom 4 (C): 0.310, atom 5 (C): 0.257, atom 6 (N): -0.599, atom 7 (N): -0.029, atom 8 (N): -0.387

(8)
Below is C2HBrN2O as an isolated structure in a non-equilibrium geometry, with properties calculated with the ωB97M-V functional and the def2-TZVPD basis.

Results
Kohn-Sham gap = 10.58 eV
Energy relative to the best compared isomer or geometry (same formula, charge and spin) = 0.272 eV
E_LUMO = 0.60 eV

Geometry as ORCA input:
```
! RIJCOSX wB97M-V def2-TZVPD def2/J DEFGRID3
* xyz 0 1
C -0.391 0.208 0.008
C -2.433 0.339 -0.017
N -0.709 1.487 -0.021
N -2.007 1.585 0.024
O -1.480 -0.553 0.003
Br -4.228 -0.167 -0.001
H 0.620 -0.282 0.003
*
```

Formally, the Mulliken partial charges of the atoms, in units of the elementary charge, are as follows: atom 1 (C): 0.110, atom 2 (C): 0.467, atom 3 (N): -0.292, atom 4 (N): -0.329, atom 5 (O): -0.217, atom 6 (Br): -0.095, atom 7 (H): 0.356

In Ha, the energy values for the records above are, in order, -3395.62928, -578.18961, -542.98569, -287.37214, -211.48160, -6602.02341, -638.64727, -2835.53015.